ORCA calculation (ωB97M-V with the def2-TZVPD basis set) on C71H55Cl4N2O2P2ReS2 as an isolated structure.

## Properties
Charge = +3
Multiplicity = 2
Highest occupied orbital energy (spin up / spin down) = -14.0310 / -14.0310 eV
Max |F| = 2.43 eV/Å
Relative energy (zero: lowest compared OMol25 entry of this formula, charge and spin) = 0.937 eV

Structure (XYZ):
```
139
Properties=species:S:1:pos:R:3:lowdin_charge:R:1
Re -0.20480 -0.37940 -0.10960 1.243
O 0.81760 1.49070 -0.45250 -0.686
S 0.31940 2.11030 0.85540 1.002
C -0.05700 3.80880 0.41370 -0.284
C 0.82840 4.85290 0.57990 -0.025
C 0.42680 6.18900 0.46110 0.033
C -0.89740 6.46140 0.21710 -0.109
C -1.65890 7.74220 0.13290 -0.072
C -3.12770 7.32570 -0.11130 -0.075
C -3.09940 5.83730 -0.19740 -0.118
C -4.08370 4.90120 -0.39820 0.032
C -3.71860 3.55280 -0.44720 -0.071
C -2.41370 3.09430 -0.27640 -0.271
P -2.22390 1.28140 -0.54030 1.073
C -3.60300 0.81870 0.57090 -0.389
C -4.73870 0.13890 0.16030 -0.084
C -5.76110 -0.09830 1.06440 -0.062
C -5.65290 0.32930 2.37790 -0.043
C -4.50700 0.98490 2.79870 -0.045
C -3.48370 1.22110 1.90180 -0.110
C -2.70330 1.02700 -2.28930 -0.331
C -3.33020 1.96830 -3.10300 -0.053
C -3.54820 1.68750 -4.44310 -0.035
C -3.12990 0.48600 -4.99220 -0.039
C -2.48710 -0.44720 -4.19320 -0.065
C -2.27250 -0.17430 -2.85640 -0.124
C -1.40070 4.03330 0.03040 -0.147
C -1.78290 5.38910 0.00320 -0.067
C 1.76180 2.34570 1.88750 -0.325
C 1.57540 3.19680 2.96260 -0.072
C 2.62780 3.61890 3.77930 0.022
C 3.89810 3.19030 3.46860 -0.117
C 5.22820 3.48890 4.07580 -0.077
C 6.24080 2.65090 3.26260 -0.077
C 5.41530 1.89450 2.27850 -0.120
C 5.74420 0.95260 1.33290 0.037
C 4.71040 0.35260 0.61690 -0.052
C 3.36670 0.69370 0.75280 -0.273
P 2.29280 -0.49300 -0.13530 1.026
C 2.87270 -0.34640 -1.85740 -0.331
C 3.50650 0.83710 -2.23920 -0.081
C 4.00460 0.98740 -3.52020 -0.041
C 3.85760 -0.02570 -4.45260 -0.036
C 3.20050 -1.19030 -4.09330 -0.047
C 2.71060 -1.35530 -2.80910 -0.096
C 2.99040 -1.99890 0.62890 -0.382
C 3.81260 -2.90410 -0.02700 -0.071
C 4.42230 -3.91720 0.69300 -0.036
C 4.20780 -4.03780 2.05640 -0.037
C 3.35110 -3.16270 2.70790 -0.051
C 2.74330 -2.14440 1.99620 -0.124
C 3.01330 1.73870 1.63760 -0.125
C 4.06620 2.26280 2.42270 -0.065
H 1.85830 4.64380 0.82880 0.126
H 1.15010 6.97520 0.60120 0.133
H -1.28040 8.35930 -0.68270 0.140
H -1.54030 8.32500 1.04720 0.139
H -3.53000 7.76060 -1.02720 0.138
H -3.78140 7.64760 0.70090 0.138
H -5.11800 5.17900 -0.52670 0.133
H -4.50520 2.83000 -0.61450 0.117
H -4.82170 -0.17060 -0.87210 0.093
H -6.66260 -0.59700 0.74190 0.065
H -6.46250 0.16810 3.07210 0.091
H -4.41610 1.32100 3.82020 0.120
H -2.58910 1.73940 2.22450 0.103
H -3.64150 2.92540 -2.71330 0.097
H -4.03440 2.42090 -5.06810 0.122
H -3.28530 0.28520 -6.04140 0.124
H -2.13440 -1.37350 -4.61930 0.116
H -1.73900 -0.88380 -2.22900 0.039
H 0.58140 3.57760 3.15350 0.126
H 2.43660 4.28610 4.60320 0.131
H 5.23580 3.21010 5.13110 0.138
H 5.45150 4.55700 4.03390 0.137
H 6.81380 1.97170 3.89660 0.137
H 6.96740 3.28440 2.74970 0.138
H 6.76230 0.64370 1.16140 0.133
H 4.97170 -0.43580 -0.07420 0.118
H 3.63140 1.63680 -1.52500 0.107
H 4.51460 1.89870 -3.78810 0.119
H 4.24280 0.09280 -5.45310 0.122
H 3.07070 -1.98210 -4.81450 0.119
H 2.22380 -2.28580 -2.56760 0.088
H 4.00320 -2.80840 -1.08710 0.107
H 5.07230 -4.61060 0.18190 0.121
H 4.70820 -4.81630 2.61070 0.121
H 3.17470 -3.26680 3.76810 0.118
H 2.08240 -1.44270 2.49710 0.107
Cl -4.35600 -4.24570 -5.97010 0.733
C -4.63690 -4.10970 -4.28150 -0.663
C -4.97410 -2.87610 -3.73070 -0.098
C -5.21870 -2.78330 -2.37530 -0.031
C -5.11730 -3.88500 -1.53100 -0.180
C -5.51100 -3.76640 -0.07180 -0.267
C -4.34790 -4.03630 0.91750 -0.030
N -3.41650 -2.94980 1.10260 0.017
C -3.01920 -2.47790 2.31820 0.012
C -2.00880 -1.59450 2.08890 -0.112
N -1.78250 -1.52090 0.74040 -0.143
C -2.66910 -2.34690 0.17750 -0.131
O -6.51930 -4.72370 0.18300 -0.130
C -7.74360 -4.24740 0.69840 -0.136
C -7.63660 -3.75740 2.11500 -0.318
C -8.12750 -2.55350 2.57490 -0.958
Cl -9.02520 -1.40940 1.68600 0.712
S -7.79560 -2.30210 4.26500 1.011
C -6.99990 -3.81660 4.34640 -0.392
C -7.00170 -4.47650 3.15050 -0.150
C -4.79040 -5.11930 -2.10560 -0.561
Cl -4.74570 -6.55590 -1.16370 0.838
C -4.54390 -5.22990 -3.46560 -0.105
H -5.07280 -2.01050 -4.36460 0.104
H -5.52410 -1.83430 -1.96100 0.101
H -5.88600 -2.75260 0.11650 0.136
H -3.80260 -4.92510 0.58410 0.090
H -4.79410 -4.25140 1.88990 0.126
H -3.46820 -2.79860 3.23550 0.146
H -1.43330 -1.02820 2.79570 0.121
H -2.78480 -2.51480 -0.87640 0.140
H -8.40600 -5.11770 0.65890 0.153
H -8.15850 -3.46050 0.05730 0.117
H -6.59710 -4.15800 5.28060 0.072
H -6.58990 -5.45960 3.00740 0.126
H -4.31650 -6.19520 -3.88760 0.115
Cl -1.76650 -7.44310 1.81730 0.743
C -1.19470 -6.03410 1.01880 -0.666
C -0.42690 -5.09760 1.70570 -0.072
C -0.01330 -3.95570 1.05710 -0.050
C -0.35270 -3.70900 -0.27840 -0.323
C 0.14970 -2.48610 -0.94970 -0.181
C -1.11410 -4.66500 -0.95580 -0.038
C -1.52300 -5.82060 -0.31780 -0.116
H -0.16420 -5.26970 2.73690 0.116
H 0.58060 -3.22610 1.58740 0.086
H -0.16910 -2.47340 -1.99940 0.079
H 1.23890 -2.58360 -0.92800 0.008
H -1.37530 -4.51640 -1.99400 0.123
H -2.10240 -6.56160 -0.84220 0.074
```

ORCA calculation (ωB97M-V with the def2-TZVPD basis set) on C71H76BN6NiO2Si as an isolated structure.

## Properties
Charge = -1
Highest occupied orbital energy (spin up / spin down) = -3.7922 / -3.5440 eV
Max |F| = 3.13 eV/Å

Structure (XYZ):
```
158
Properties=species:S:1:pos:R:3:lowdin_charge:R:1
Ni 0.93793 0.92373 1.02955 0.394
C -3.98462 -0.63565 5.74616 -0.103
C -3.51043 0.65000 5.96625 -0.078
C -2.38963 1.11427 5.30210 -0.052
C -1.71708 0.31936 4.36362 -0.197
C -2.14821 -0.99819 4.22950 0.003
C -3.26971 -1.46524 4.89953 -0.069
N -0.64231 0.84606 3.58064 0.100
C 0.29436 1.63024 4.24864 -0.155
C 0.44438 1.52145 5.64034 -0.033
C 1.25226 2.36855 6.37180 -0.083
C 1.98220 3.35065 5.71250 -0.110
C 1.98114 3.37334 4.33732 -0.018
C 1.19586 2.48728 3.56728 -0.172
N 1.40190 2.38057 2.20500 0.049
N 2.34555 3.18841 1.74523 0.086
C 3.06721 2.77530 0.69741 -0.327
C 4.11781 3.59283 0.21982 -0.012
C 4.89362 3.14952 -0.82041 -0.074
C 4.61002 1.91230 -1.40711 -0.056
C 3.57073 1.16515 -0.88943 -0.114
N 2.82541 1.55749 0.14032 0.108
H -4.87935 -0.98843 6.24297 0.093
H -4.02287 1.31111 6.65544 0.100
H -2.02025 2.10085 5.52961 0.069
H -1.59700 -1.67886 3.60713 0.090
H -3.57707 -2.49376 4.75209 0.103
H -0.10272 0.74774 6.15864 0.117
H 1.31503 2.26103 7.44738 0.102
H 2.58910 4.05755 6.26414 0.095
H 2.60463 4.06496 3.79429 0.100
H 4.29080 4.53863 0.71369 0.105
H 5.71286 3.75344 -1.19141 0.103
H 5.18281 1.54247 -2.24510 0.096
H 3.30089 0.21777 -1.34364 0.094
O 1.11490 -0.22616 -2.44879 -0.289
Si 1.09094 -0.23008 -4.01024 0.428
C 2.13282 -1.63736 -4.75423 -0.216
C 2.17580 -1.99108 -6.10326 -0.101
C 3.03120 -2.98287 -6.56338 -0.101
C 3.88373 -3.63395 -5.68245 -0.108
C 3.88143 -3.27854 -4.34133 -0.091
C 3.01477 -2.29182 -3.89365 -0.110
C -0.68996 -0.21568 -4.68110 -0.211
C -1.55856 0.70082 -4.08093 -0.122
C -2.86890 0.85555 -4.50423 -0.098
C -3.35273 0.07296 -5.54471 -0.110
C -2.52192 -0.87081 -6.12997 -0.099
C -1.20735 -1.00947 -5.70259 -0.088
C 1.91752 1.32092 -4.76735 -0.191
C 3.30969 1.40310 -4.83982 -0.104
C 3.94839 2.54916 -5.28928 -0.106
C 3.20245 3.65554 -5.67045 -0.110
C 1.81810 3.60032 -5.60426 -0.096
C 1.18914 2.44309 -5.16482 -0.100
H 1.54141 -1.47361 -6.81550 0.096
H 3.04335 -3.24521 -7.61510 0.094
H 4.55367 -4.40556 -6.04210 0.093
H 4.55701 -3.76577 -3.64824 0.098
H 3.02291 -2.00091 -2.84903 0.078
H -1.19188 1.28756 -3.24587 0.079
H -3.51626 1.58046 -4.02337 0.098
H -4.37485 0.18949 -5.88400 0.094
H -2.90239 -1.50087 -6.92569 0.094
H -0.57747 -1.75989 -6.16650 0.084
H 3.90095 0.54264 -4.54200 0.097
H 5.03031 2.58656 -5.34755 0.094
H 3.69647 4.55598 -6.01566 0.092
H 1.23013 4.46092 -5.90234 0.095
H 0.10586 2.40924 -5.13511 0.088
C 1.97443 -1.77514 0.10607 -0.180
C 0.72469 -2.46910 2.27306 -0.232
C 1.27231 -1.25320 2.99976 -0.025
C -0.71844 -2.56090 1.73741 -0.111
C -1.15229 -3.89131 1.77246 -0.067
C -2.27593 -4.35224 1.11799 -0.086
C -2.88709 -3.48499 0.24019 -0.064
C -2.53060 -2.14426 0.18793 -0.139
C -3.13382 -1.38191 -0.99760 -0.359
C -4.67585 -1.41515 -1.00883 -0.073
C -2.61369 -1.97539 -2.31429 -0.055
C -1.59761 -1.60491 1.12935 -0.084
N -1.71957 -0.22617 1.46405 0.117
B -0.90935 0.90750 2.06506 -0.554
N -1.69983 2.14828 1.68692 0.062
C -2.93657 1.70162 1.26584 -0.081
C -2.96563 0.36627 1.17580 -0.096
C -1.39321 3.54324 1.57183 -0.113
C -1.59041 4.38649 2.67576 -0.133
C -1.12053 5.69216 2.62629 -0.042
C -0.48625 6.17472 1.49645 -0.077
C -0.46973 5.40178 0.35270 -0.052
C -0.97050 4.10339 0.34820 -0.121
C -1.17668 3.42593 -1.00000 -0.348
C -1.93540 4.37302 -1.93914 -0.059
C 0.13364 2.99993 -1.64477 -0.046
C -2.42623 3.92633 3.84606 -0.364
C -1.87588 4.38886 5.19614 -0.064
C -3.86483 4.43453 3.66829 -0.043
H 2.85103 -1.18370 0.39553 0.110
H 0.89476 -0.59194 -1.03779 0.018
H 2.21177 -2.24904 -0.84731 0.102
H 0.78019 -3.27336 3.00981 0.113
H 1.32088 -0.37205 2.35391 0.032
H 2.28889 -1.47496 3.33310 0.097
H 0.67805 -1.02305 3.87724 0.077
H -0.56820 -4.60937 2.33327 0.115
H -2.60221 -5.37831 1.22626 0.097
H -3.66668 -3.84751 -0.41896 0.111
H -2.79844 -0.34842 -0.98964 0.115
H -5.03470 -2.28689 -1.55869 0.072
H -5.07299 -0.52441 -1.49887 0.077
H -5.10179 -1.46883 -0.00580 0.071
H -2.79056 -3.05100 -2.36409 0.075
H -1.54611 -1.78637 -2.42551 0.069
H -3.12381 -1.50114 -3.15481 0.066
H -3.73412 2.38947 1.03286 0.122
H -3.84078 -0.22740 1.01567 0.100
H -1.24851 6.33946 3.48461 0.104
H -0.06539 7.17250 1.48753 0.097
H -0.06930 5.81537 -0.56468 0.107
H -1.79351 2.53475 -0.86093 0.124
H -1.30389 5.20156 -2.26267 0.072
H -2.81809 4.78831 -1.44914 0.083
H -2.25163 3.83155 -2.83281 0.067
H 0.87343 3.80170 -1.60714 0.091
H 0.00523 2.70376 -2.68365 0.045
H 0.52381 2.12978 -1.12778 0.051
H -2.46189 2.83899 3.82352 0.095
H -2.00167 5.46598 5.31827 0.074
H -0.81323 4.15169 5.28393 0.073
H -2.41626 3.90118 6.01044 0.074
H -3.89930 5.52234 3.76186 0.078
H -4.51611 3.99696 4.42848 0.077
H -4.25703 4.16720 2.68659 0.071
C 1.24171 -8.46554 -0.50091 -0.059
C 1.37254 -7.01918 -0.10583 -0.277
C 0.80607 -6.00726 -0.85738 -0.010
C 0.89915 -4.66142 -0.50002 -0.182
C 0.22974 -3.68775 -1.42966 -0.021
C 1.58877 -4.29751 0.66279 -0.104
C 1.76703 -2.87309 1.17252 -0.177
O 0.86950 -0.89642 -0.06135 -0.143
C 2.16891 -5.32280 1.43552 -0.208
C 2.95496 -5.04752 2.69722 -0.044
C 2.05110 -6.65042 1.04752 -0.026
H 1.03139 -8.56158 -1.56586 0.071
H 0.42412 -8.94118 0.04590 0.078
H 2.15655 -9.01668 -0.28032 0.072
H 0.26598 -6.25611 -1.76532 0.118
H -0.67198 -4.14492 -1.83407 0.080
H 0.87895 -3.44535 -2.27653 0.088
H -0.05156 -2.76553 -0.93594 0.062
H 2.71886 -2.89741 1.70809 0.114
H 2.38999 -4.45838 3.42039 0.072
H 3.87843 -4.50731 2.47543 0.085
H 3.22684 -5.98592 3.17853 0.071
H 2.50596 -7.42155 1.66133 0.108
```